A molecular structure, C45H40Br2N11O3SSiTi at a distorted geometry, computed with ωB97M-V/def2-TZVPD.

Values from the calculation:
* charge: -2
* expectation value of S²: 0.7853
* spin multiplicity: 2
* energy relative to the best compared isomer or geometry (same formula, charge and spin): 41.18 kcal per mole
* Kohn-Sham gap (alpha / beta): 0.180 / 0.218 Eh
* E_HOMO (alpha / beta): -1.35 / -2.37 eV
* total energy: -251766.3352 eV

Last column: Löwdin charge in e.
CARTESIAN COORDINATES (ANGSTROEM)
Ti  -0.2693  -0.3515  0.9259  1.00
C  -2.9388  -5.7246  2.3318  -0.10
C  -2.3355  -4.6100  3.1859  -0.26
N  -2.9587  -3.3195  2.9325  -0.03
C  -2.5099  -2.4593  1.9726  -0.87
S  -3.1121  -0.8710  1.9565  0.65
N  -1.7218  -3.0173  1.0586  -0.01
N  -1.1313  -2.1778  0.1707  -0.04
C  -0.7709  -2.7337  -0.9381  -0.26
C  -0.9739  -4.1883  -1.2062  -0.02
C  -0.1478  -1.8806  -1.9520  -0.25
C  -0.0105  -2.2895  -3.2702  -0.02
C  0.5194  -1.4038  -4.1955  -0.06
C  0.9238  -0.1523  -3.7712  -0.03
C  0.7882  0.1503  -2.4263  -0.09
N  0.2656  -0.6846  -1.5446  0.08
H  -2.3924  -6.6637  2.4726  0.06
H  -3.9894  -5.8817  2.5922  0.06
H  -2.8873  -5.4361  1.2808  0.05
H  -2.4664  -4.8421  4.2442  0.11
H  -1.2670  -4.5344  2.9855  0.10
H  -3.3751  -2.8361  3.7075  0.10
H  -1.1120  -4.7018  -0.2607  0.06
H  -1.8629  -4.3611  -1.8226  0.09
H  -0.1034  -4.5957  -1.7249  0.08
H  -0.3434  -3.2735  -3.5728  0.10
H  0.6098  -1.6850  -5.2379  0.10
H  1.3363  0.5753  -4.4571  0.11
H  1.1213  1.1035  -2.0385  0.09
Br  1.4135  4.5592  -6.8194  0.63
C  -0.2015  4.6864  -5.8013  -0.72
C  -1.4178  4.7738  -6.4595  -0.17
C  -2.5846  4.9012  -5.7241  -0.06
C  -2.5764  4.9186  -4.3134  -0.33
C  -1.3106  4.8059  -3.6804  -0.03
C  -0.1415  4.7085  -4.4150  -0.15
N  -3.7681  5.1937  -3.6675  -0.03
N  -3.9610  4.8932  -2.3853  -0.01
C  -3.4574  3.7639  -1.7949  -0.28
C  -3.1767  3.8117  -0.4241  -0.04
C  -2.5132  2.7728  0.2217  -0.01
C  -2.1416  1.6328  -0.4501  -0.30
O  -1.3068  0.7188  0.1181  -0.28
C  -2.6310  1.4091  -1.7642  -0.15
N  -2.4954  0.1634  -2.3004  0.14
C  -3.0315  -0.0683  -3.4725  -0.15
C  -3.7524  0.8879  -4.2041  -0.07
C  -3.8816  2.1486  -3.6815  -0.02
C  -3.2932  2.4682  -2.4439  -0.08
H  -1.4481  4.7423  -7.5418  0.09
H  -3.5419  4.9817  -6.2278  0.10
H  -1.2589  4.8235  -2.6004  0.10
H  0.8158  4.6488  -3.9115  0.09
H  -3.3973  4.7313  0.1041  0.10
H  -2.2238  2.8611  1.2631  0.12
H  -2.9172  -1.0817  -3.8561  0.10
H  -4.2050  0.6291  -5.1531  0.09
H  -4.4629  2.8979  -4.1984  0.10
N  -0.5275  0.7395  2.6503  0.10
C  -0.3778  0.9854  3.7693  -0.15
C  -0.1459  1.3678  5.0885  -0.25
C  0.5193  0.4964  5.9995  -0.25
N  1.0928  -0.1775  6.7420  0.12
C  -0.5383  2.6639  5.5239  -0.26
N  -0.8479  3.7128  5.8982  0.10
C  1.1827  3.1412  2.1675  -0.18
Si  1.7548  2.2817  0.6039  0.44
C  3.4552  3.0830  0.3450  -0.21
C  0.8108  3.1251  -0.7981  -0.17
N  1.6323  0.5343  0.6172  -0.14
C  2.7020  -0.3415  0.3469  -0.33
C  4.0590  0.0461  0.4185  -0.05
C  5.1037  -0.7978  0.0710  -0.11
C  4.8722  -2.1045  -0.3333  -0.13
C  3.5558  -2.5442  -0.3402  -0.10
C  2.5113  -1.6987  -0.0084  -0.09
H  1.5717  4.1651  2.1682  0.04
H  1.5282  2.6440  3.0774  0.03
H  0.0937  3.2014  2.2128  0.02
H  3.2669  4.1554  0.2128  0.03
H  3.9627  2.7200  -0.5564  0.03
H  4.1361  2.9683  1.1958  0.03
H  0.4614  4.1036  -0.4489  0.05
H  -0.0698  2.5805  -1.1389  0.01
H  1.4613  3.2931  -1.6663  0.03
H  4.3057  1.0288  0.7736  0.06
H  6.1196  -0.4191  0.1255  0.09
H  5.6850  -2.7603  -0.6186  0.08
H  3.3290  -3.5727  -0.6040  0.10
H  1.5254  -2.1243  -0.0026  0.07
Br  2.5871  -5.5412  6.8787  0.68
C  2.7340  -4.3499  5.3956  -0.67
C  3.9734  -4.1820  4.7980  -0.14
C  4.0781  -3.3190  3.7155  -0.06
C  2.9545  -2.6597  3.2321  0.00
C  1.7222  -2.8481  3.8434  -0.10
C  1.6091  -3.6897  4.9446  -0.06
C  0.4824  -2.1207  3.3722  -0.53
O  -0.4902  -2.0849  4.0946  0.07
O  0.5829  -1.5836  2.1813  -0.17
H  4.8406  -4.7070  5.1776  0.09
H  5.0424  -3.1604  3.2454  0.10
H  3.0276  -1.9962  2.3840  0.09
H  0.6479  -3.7919  5.4297  0.11


A molecular structure, C45H40BrCl3CoN6O4S2, computed with ωB97M-V/def2-TZVPD.

Values from the calculation:
* charge: 0
* expectation value of S²: 0.7564
* spin multiplicity: 2
* energy relative to the best compared isomer or geometry (same formula, charge and spin): 3.51 kcal per mole
* Kohn-Sham gap (alpha / beta): 0.229 / 0.231 Eh
* E_HOMO (alpha / beta): -7.02 / -7.04 eV
* total energy: -231353.7133 eV

Last column: Löwdin charge in e.
CARTESIAN COORDINATES (ANGSTROEM)
Co  -1.0150  -1.7281  0.5436  0.55
C  0.1413  -4.6192  3.7132  -0.07
O  -0.5988  -3.8011  4.6080  -0.12
C  -1.8734  -3.4878  4.1903  -0.25
C  -2.9279  -3.8363  4.9981  -0.01
C  -4.2426  -3.5184  4.6413  -0.10
C  -4.4669  -2.8800  3.4461  -0.06
C  -3.4081  -2.5130  2.5992  -0.14
C  -3.7421  -1.8753  1.3496  -0.05
N  -2.8871  -1.5681  0.4482  -0.06
N  -3.3728  -1.0125  -0.7304  0.10
C  -2.3674  -0.7596  -1.5194  -0.47
O  -1.1287  -0.9951  -1.2345  -0.14
C  -2.6615  -0.1096  -2.8283  -0.15
C  -1.6310  0.1052  -3.7389  -0.04
C  -1.8870  0.7401  -4.9475  -0.10
C  -3.1704  1.1699  -5.2511  -0.09
C  -4.2013  0.9577  -4.3434  -0.08
C  -3.9497  0.3226  -3.1386  -0.03
C  -2.0659  -2.7623  2.9833  -0.29
O  -1.0182  -2.3648  2.3230  -0.14
H  0.4558  -4.0551  2.8337  0.07
H  -0.4558  -5.4800  3.3960  0.10
H  1.0106  -4.9712  4.2656  0.09
H  -2.7097  -4.3652  5.9179  0.12
H  -5.0654  -3.7905  5.2879  0.10
H  -5.4788  -2.6470  3.1345  0.11
H  -4.7879  -1.6659  1.1336  0.13
H  -0.6329  -0.2326  -3.4910  0.08
H  -1.0827  0.8948  -5.6555  0.06
H  -3.3684  1.6673  -6.1922  0.10
H  -5.2041  1.2928  -4.5757  0.10
H  -4.7392  0.1557  -2.4190  0.11
Br  4.3564  2.2492  3.5555  0.74
C  3.3299  0.9505  2.6372  -0.68
C  1.9821  0.8214  2.9213  -0.10
C  1.2322  -0.1217  2.2394  -0.02
C  1.8304  -0.9286  1.2819  -0.23
C  3.1853  -0.7843  0.9986  -0.04
C  3.9413  0.1535  1.6822  -0.14
N  0.9997  -1.8778  0.6217  0.08
C  1.4880  -2.9642  0.1782  -0.03
C  0.6040  -3.9587  -0.4513  -0.23
C  1.0997  -5.0864  -1.0844  0.00
C  0.1947  -5.9657  -1.6635  -0.05
C  -1.1575  -5.6868  -1.5812  -0.04
C  -1.5637  -4.5356  -0.9157  -0.07
N  -0.7023  -3.6973  -0.3633  0.10
H  1.5074  1.4510  3.6617  0.10
H  0.1790  -0.2274  2.4543  0.05
H  3.6522  -1.3649  0.2123  0.11
H  4.9913  0.2850  1.4581  0.10
H  2.5444  -3.2093  0.2798  0.13
H  2.1660  -5.2649  -1.1276  0.12
H  0.5437  -6.8543  -2.1722  0.11
H  -1.8936  -6.3455  -2.0201  0.11
H  -2.6113  -4.2727  -0.8219  0.12
Cl  6.1208  2.9809  0.0058  0.67
C  4.5156  3.0666  -0.6501  -0.66
C  3.8614  4.2852  -0.7232  -0.08
C  2.6055  4.3266  -1.2996  -0.02
C  1.9690  3.1838  -1.7757  -0.18
C  0.6468  3.3393  -2.5018  -0.29
C  -0.4419  3.9325  -1.6115  -0.06
N  -0.6413  3.1545  -0.4095  -0.06
C  -0.6867  3.6114  0.8868  -0.05
C  -0.9693  2.5176  1.6509  -0.15
N  -1.0968  1.4008  0.8592  0.10
C  -0.8896  1.8237  -0.3626  -0.16
O  0.7668  4.2535  -3.5849  -0.09
C  1.1286  3.6520  -4.8224  -0.14
C  2.5112  3.0677  -4.8113  -0.32
C  2.8386  1.7875  -5.1339  -0.99
Cl  1.7854  0.5501  -5.6951  0.67
S  4.5114  1.4516  -4.9487  0.99
C  4.8046  3.0559  -4.4151  -0.40
C  3.6725  3.8002  -4.4104  -0.14
C  2.6338  1.9720  -1.6254  -0.54
Cl  1.8961  0.4699  -2.0945  0.79
C  3.9141  1.9073  -1.0965  -0.15
H  4.3399  5.1827  -0.3573  0.11
H  2.1107  5.2831  -1.4175  0.13
H  0.3188  2.3663  -2.8802  0.11
H  -1.3660  3.9968  -2.1879  0.14
H  -0.1529  4.9435  -1.3252  0.13
H  -0.5204  4.6461  1.1322  0.11
H  -1.0826  2.4593  2.7206  0.06
H  -0.8827  1.2078  -1.2448  0.09
H  1.0665  4.4573  -5.5548  0.14
H  0.3970  2.8841  -5.0917  0.10
H  5.8014  3.3588  -4.1380  0.07
H  3.6356  4.8346  -4.1005  0.12
H  4.4292  0.9610  -1.0392  0.10
C  -1.9621  1.6768  5.6350  -0.42
S  -1.6478  0.3084  4.5044  0.77
C  -0.4769  -0.6193  5.5084  -0.39
H  -2.4097  1.3178  6.5618  0.03
H  -2.6650  2.3522  5.1490  0.03
H  -1.0452  2.2220  5.8624  0.03
H  0.3785  0.0021  5.7784  0.04
H  -0.1326  -1.4643  4.9151  0.02
H  -0.9563  -0.9998  6.4104  0.04